No. 1
ORCA calculation (wB97M-V/def2-TZVPD) on 10 unconnected molecules or ions with the total composition C34H68Cl4O21 in a non-equilibrium geometry.

Structure (XYZ):
```
127
Properties=species:S:1:pos:R:3
C 0.29 -2.95 -6.34
H 4.57 4.73 -0.62
H 4.66 -0.72 3.74
O 0.73 3.14 -1.65
C -2.65 3.12 -2.70
H 2.58 2.45 -0.21
C 0.75 -5.05 0.47
H 1.21 0.29 0.69
O 3.31 -1.91 2.68
C 1.29 0.69 -2.51
H -5.86 2.67 0.83
H -1.09 -1.63 -4.29
C -4.52 1.69 2.16
C 4.22 -2.72 2.13
C 1.74 5.04 -5.75
H 1.11 3.00 -5.43
H -1.02 4.39 -0.24
H -0.22 -4.27 4.88
H 2.05 -7.80 3.81
C -2.61 0.04 -2.55
C -1.37 -1.89 4.49
C -6.85 3.35 3.27
O 1.46 -6.17 1.03
H -4.02 2.65 2.33
O 5.31 -2.95 2.57
H 6.10 -1.51 -2.12
O -3.02 3.07 -1.55
H -1.23 6.00 -3.12
C 1.54 -3.55 -6.86
H -1.74 -3.14 -2.31
H 2.23 0.40 3.47
Cl 0.38 -1.83 0.17
H -2.01 1.72 5.93
O 0.23 -3.02 -5.00
H 2.40 -2.95 -6.53
H -3.90 0.60 -4.22
H 6.30 -1.44 -0.34
H -0.83 4.95 -1.77
C 3.75 -3.28 0.80
H 3.08 4.32 -1.46
H -1.58 0.14 -2.87
H 0.72 -4.24 1.20
H -1.88 3.23 0.77
H 2.38 4.93 -6.63
H -4.74 5.82 3.56
H 1.54 -3.56 -7.95
H -2.51 5.58 -1.95
O -1.90 4.07 -3.25
H -1.68 -4.43 4.02
C -0.85 -3.27 -2.92
H 3.19 -7.38 2.48
O -2.91 2.23 -3.63
H 4.63 -3.67 0.30
C -5.39 5.03 3.93
C 2.62 -0.24 4.26
H -1.85 -3.14 -4.88
H -1.47 2.54 4.46
H -1.31 0.29 3.26
O -0.83 -2.05 3.43
H 4.67 -1.66 -1.11
H 0.01 -2.76 -2.48
C -1.28 0.45 4.34
C 3.58 2.85 -0.06
Cl -2.35 5.35 1.60
H -0.21 0.49 4.56
H 0.73 5.31 -6.07
O -1.62 -2.82 5.38
H 3.90 -1.86 4.73
H 1.21 -4.60 -0.41
H 2.98 4.96 0.15
H -6.28 0.99 1.10
C 1.73 3.76 -4.96
O 0.64 -5.77 3.10
C -0.64 -5.51 0.03
H 2.73 3.33 -4.88
O -1.79 -0.73 4.96
O 5.51 0.23 -1.25
H 0.91 -0.13 -3.12
H -0.60 -6.18 -0.83
O -6.90 2.22 2.56
C 2.16 -7.60 2.75
H -2.61 0.33 -1.50
O 1.23 4.01 -3.63
H 0.44 -0.45 2.05
H -1.68 -4.89 5.69
H -3.85 1.29 1.39
C -1.99 1.66 4.85
H -0.61 -4.33 -3.01
C 3.57 4.31 -0.49
C 1.31 -6.40 2.33
O 1.36 1.82 -3.35
H 1.83 -8.45 2.17
C 5.65 -1.20 -1.18
H 1.76 -0.80 4.63
H -2.91 -1.01 -2.55
C -1.29 -4.14 5.00
C 1.13 3.02 -2.77
H 3.31 -2.54 0.14
O -5.77 4.07 2.97
H -3.03 1.67 4.54
C -5.91 1.89 1.59
H -4.41 1.18 -2.67
Cl -1.10 0.71 0.66
C -1.62 5.23 -2.46
H 1.75 -4.53 -6.44
C 3.70 -1.24 3.85
O 4.51 2.05 -0.77
H -6.23 5.58 4.36
O -0.58 -2.44 -6.99
C 4.50 0.74 -0.56
H -4.49 1.09 3.07
C 0.33 -0.27 0.98
C -1.00 -2.71 -4.34
H 2.98 0.36 5.10
H -1.16 -5.98 0.86
C -1.30 4.15 0.78
H 2.24 0.41 -2.06
H 3.07 -4.11 0.99
H -4.89 4.54 4.77
O -7.70 3.65 4.05
Cl 0.16 3.81 1.73
H 3.78 2.93 1.01
H 2.23 5.86 -5.23
H 0.59 0.83 -1.68
H -1.14 -4.60 -0.31
O 3.70 0.16 0.14
C -3.53 0.99 -3.28
```

SMILES: CCOC(=O)OC.CCOC(=O)OC.CCOC(=O)OC.CCOC(=O)OC.CCOC(=O)OC.CCOC(C)=O.CCOC(C)=O.CCOC(C)=O.ClCCl.ClCCl
M, g/mol: 954.7
Relative energy (zero: lowest compared OMol25 entry of this formula, charge and spin), kcal per mole: 0.0
DFT total energy, eV: -129449.4729
Gap between HOMO and LUMO, eV: 10.648

=====

No. 2
ORCA calculation (wB97M-V/def2-TZVPD) on 13 unconnected molecules or ions with the total composition C34H68F2N6O32S5 in a non-equilibrium geometry.

Structure (XYZ):
```
147
Properties=species:S:1:pos:R:3
H 14.70 -13.95 3.71
O 21.96 -6.79 7.60
H 21.19 -8.69 0.57
H 13.01 -9.31 7.32
O 15.29 -0.31 3.77
N 22.25 -8.02 2.04
O 11.94 -6.31 1.20
H 9.22 -11.47 5.63
H 17.00 -11.52 7.80
O 19.73 -7.15 6.63
C 21.22 -2.03 2.18
H 21.50 -12.67 4.81
O 12.29 -6.18 3.75
H 24.20 -11.43 5.37
H 14.76 -7.23 6.68
O 18.33 -6.76 3.34
N 20.89 -4.45 2.26
C 24.57 -7.85 2.38
O 11.43 -4.20 2.27
O 14.54 -2.80 3.84
C 23.29 -7.30 1.83
H 20.13 -8.21 1.95
S 11.30 -5.85 2.67
O 17.14 -12.05 1.86
O 15.55 -4.28 7.48
H 20.09 -5.30 4.04
H 13.36 -9.01 5.53
C 12.17 -9.66 2.63
H 10.65 -12.56 5.38
H 20.02 -11.80 3.55
O 14.30 -6.08 8.28
H 15.26 -7.62 3.43
C 17.25 -2.44 -1.62
S 15.81 -12.47 1.34
H 17.26 -4.59 2.92
H 15.07 -15.58 1.95
O 13.87 -3.64 9.25
H 16.39 -9.69 3.23
O 15.45 -1.56 1.67
O 15.33 -11.81 0.16
C 14.60 -14.65 1.59
H 16.31 -13.51 8.60
H 21.27 -5.34 1.95
O 19.84 -6.90 9.16
N 15.40 -13.17 8.34
H 13.10 -13.75 2.85
H 20.22 -1.98 2.62
H 12.09 -11.24 6.70
C 12.64 -9.00 6.35
C 13.68 -8.86 1.34
O 22.56 -3.61 0.94
H 13.61 -14.20 7.59
C 11.61 -9.64 1.23
O 15.75 -14.15 1.01
C 14.42 -14.20 8.32
H 22.92 -7.93 6.11
S 14.44 -1.59 3.03
H 14.90 1.07 2.30
C 16.03 -4.10 -0.83
H 15.99 -9.20 5.00
H 20.74 -7.08 0.70
H 12.39 -7.98 6.65
O 15.23 -3.23 -1.19
C 20.37 -4.33 3.62
O 17.08 -3.50 -0.68
H 15.99 -10.00 7.63
C 15.01 -11.92 8.13
H 14.78 -15.23 8.31
C 16.16 -10.93 8.16
C 20.47 -10.81 3.56
H 20.98 -3.83 4.37
H 25.44 -7.20 2.47
C 15.23 -6.51 7.35
C 22.15 -7.17 6.22
O 22.78 -10.08 3.82
H 16.40 1.20 3.17
N 22.15 -11.90 4.92
H 22.40 -8.89 2.53
H 11.41 -9.31 3.34
C 15.87 -5.37 6.67
H 16.94 -5.18 6.67
H 21.80 -1.52 2.95
H 15.42 -5.11 5.71
H 20.71 -8.87 5.89
C 16.49 -8.99 4.06
H 16.03 -6.96 7.94
H 17.57 -9.10 4.21
H 9.85 -12.54 6.91
N 11.23 -10.98 6.23
H 13.78 -5.30 0.65
H 12.49 -5.40 -0.54
H 13.93 -14.10 9.29
C 21.91 -10.87 4.15
H 23.24 -11.94 6.63
H 24.78 -8.70 1.73
C 16.48 -5.33 2.78
H 16.36 -10.67 9.20
H 17.57 -2.74 -2.62
C 15.71 0.48 2.72
O 13.08 -1.13 2.68
S 20.41 -6.32 7.91
O 12.74 -9.30 0.54
C 23.40 -12.14 5.57
F 18.05 -1.43 -1.10
O 14.58 -12.41 2.50
N 16.25 -7.65 3.64
H 19.83 -10.10 4.08
O 13.09 -4.16 6.93
C 12.02 -3.99 1.07
H 20.53 -10.56 2.50
H 20.63 -7.56 4.74
H 12.68 -3.13 1.15
H 11.28 -3.59 0.39
O 15.71 -5.25 -0.59
H 15.69 -1.75 -2.67
H 19.46 -3.75 3.56
C 16.34 -0.51 1.73
H 17.27 -0.92 2.12
C 15.82 -2.02 -1.63
H 21.13 -1.36 1.32
C 21.53 -3.41 1.75
C 14.19 -13.72 2.77
C 20.76 -7.79 5.80
C 10.12 -11.91 6.06
H 24.40 -8.33 3.34
H 23.71 -13.18 5.59
C 20.98 -7.94 1.33
H 15.50 -5.06 3.15
O 20.21 -4.91 7.62
C 17.04 -6.65 3.36
H 22.49 -6.31 5.64
H 15.52 -1.18 -1.00
H 12.56 -10.63 2.94
O 13.92 -11.58 7.66
H 16.50 -0.03 0.77
O 9.84 -6.09 2.65
O 14.79 -8.36 1.02
O 13.28 -8.85 2.61
O 23.16 -6.22 1.22
O 10.43 -9.11 5.33
C 11.29 -9.68 5.92
H 16.38 -5.44 1.70
C 12.70 -5.28 0.53
S 14.03 -4.42 8.00
H 11.25 -10.66 1.10
F 10.76 -8.72 1.07
H 13.86 -14.79 0.81
```

M, g/mol: 1271.3
Relative energy (zero: lowest compared OMol25 entry of this formula, charge and spin), kcal per mole: 192.2
DFT total energy, eV: -170421.5807
Gap between HOMO and LUMO, eV: 7.530

=====

> Among the records above, which one has the lowest M?

C34H68Cl4O21

=====

> Which of these has the highest M?

C34H68F2N6O32S5

=====

> Look up the DFT total energy of the first one.

-129449.4729 eV